Entry 1:
Below is C18H27N2O5P2PbS as an isolated structure, with properties calculated with ωB97M-V with the def2-TZVPD basis set.

Each line ends with the Löwdin charge.
Atoms and positions in Å:
H  -0.092  -3.434  -4.290  0.117
H  -2.598  -1.418  -0.366  0.093
Pb  0.192  1.299  0.546  1.185
C  -0.987  0.381  6.056  -0.020
H  -2.205  -2.696  -3.081  0.117
O  -1.092  -1.855  1.738  0.035
N  -0.035  -0.528  -1.716  0.061
C  -2.446  -0.755  -1.240  -0.278
H  -3.311  -0.842  -1.921  0.106
O  0.236  3.258  -2.004  -0.043
C  2.372  -0.409  -1.729  -0.381
P  2.434  -0.492  0.078  0.748
H  4.673  -1.445  0.174  0.060
H  3.272  -0.800  -2.223  0.089
C  4.224  -0.473  0.424  -0.262
H  -4.653  1.418  -0.139  0.057
H  2.078  -2.269  -3.681  0.119
N  -0.985  0.372  2.256  -0.284
O  2.238  1.970  -2.657  -0.035
H  -2.057  1.725  -2.929  0.052
O  0.188  2.272  3.409  -0.360
H  4.337  -0.284  1.501  0.046
H  -0.924  1.384  6.470  0.129
C  -1.009  -0.769  6.852  -0.038
H  0.971  -2.437  0.378  0.025
C  -1.240  -2.228  -2.894  -0.024
H  4.715  0.328  -0.144  0.047
C  -1.152  -2.181  4.873  0.016
C  -1.123  -1.036  4.077  -0.129
H  2.283  0.928  -2.142  0.008
H  -3.996  0.100  0.895  0.060
H  -0.956  -0.676  7.936  0.117
H  0.196  4.232  -1.973  0.124
C  -1.184  -1.170  -1.977  -0.329
H  -1.120  -2.927  6.896  0.117
O  -2.314  2.206  3.445  -0.278
C  -1.086  -0.958  2.596  -0.485
C  -2.773  1.915  -2.117  -0.261
C  1.121  -1.003  -2.257  -0.362
H  -1.217  -3.148  4.378  0.130
C  -3.788  1.083  0.450  -0.242
H  1.359  2.632  -2.329  0.059
H  -3.779  1.617  -2.443  0.056
P  -2.331  0.972  -0.621  0.763
H  -3.583  1.794  1.261  0.029
C  -0.081  -2.635  -3.552  -0.035
S  -1.055  1.512  3.500  0.626
H  3.084  2.399  -2.465  0.099
C  -1.095  -2.041  6.261  -0.039
H  2.594  -2.911  -0.252  0.061
H  2.380  -2.453  1.471  0.051
C  2.051  -2.250  0.441  -0.260
H  0.020  2.960  -1.054  -0.059
C  1.115  -1.991  -3.252  -0.015
H  -2.772  2.989  -1.882  0.048
C  -1.041  0.212  4.679  -0.229

Computed properties:
**Relative energy (zero: lowest compared OMol25 entry of this formula, charge and spin)**: 0.000 eV
**Electronic energy**: -66976.181 eV
**Multiplicity**: 1
**Total charge**: +1
**Frontier orbital gap**: 0.2622 Eh


Entry 2:
Below is C6H14N2 as an isolated structure, with properties calculated with ωB97M-V with the def2-TZVPD basis set.

Each line ends with the Löwdin charge.
Atoms and positions in Å:
C  0.486  0.293  -1.355  -0.143
H  2.112  1.764  0.569  0.087
H  -1.644  -0.247  -1.660  0.125
H  -2.404  -1.663  0.270  0.084
H  -0.792  -2.150  -0.270  0.085
H  0.740  -0.497  -2.058  0.050
H  1.903  -1.285  1.385  0.080
H  1.593  -1.963  -0.231  0.072
H  -2.483  1.882  -0.845  0.074
C  0.922  0.085  0.006  -0.422
H  0.404  2.028  0.856  0.062
H  1.311  0.999  1.961  0.076
H  2.865  -0.765  0.003  0.093
H  -1.133  -1.989  1.472  0.085
C  -1.332  -1.574  0.483  -0.097
C  -0.984  0.434  -1.105  -0.373
N  -0.888  -0.189  0.403  -0.068
H  -1.344  0.388  1.111  0.127
H  -0.861  2.494  -1.082  0.071
N  -1.527  1.740  -1.139  0.052
C  1.194  1.280  0.910  -0.068
C  1.861  -1.061  0.317  -0.053

Computed properties:
**Relative energy (zero: lowest compared OMol25 entry of this formula, charge and spin)**: 3.735 eV
**Electronic energy**: -9425.749 eV
**Multiplicity**: 1
**Total charge**: 0
**Frontier orbital gap**: 0.2589 Eh


Entry 3:
Below is a 7-piece molecular cluster, H14O6S overall, with properties calculated with ωB97M-V with the def2-TZVPD basis set.

Each line ends with the Löwdin charge.
Atoms and positions in Å:
S  4.559  0.881  3.789  0.480
H  1.445  -0.674  3.160  0.012
H  -0.875  2.589  -0.187  0.018
H  0.514  1.197  -0.955  -0.011
H  -4.830  -1.695  -3.107  0.032
O  -0.005  -3.539  -0.281  -0.059
H  -0.595  -0.189  -2.952  0.053
O  0.191  0.374  -3.024  -0.060
H  -5.223  -1.916  -1.713  0.034
O  1.386  1.450  -0.637  -0.064
H  4.077  -0.337  4.020  -0.244
H  0.457  -3.332  -1.095  0.026
O  -4.487  -1.543  -2.217  -0.066
H  1.946  0.955  -1.244  0.035
H  0.120  -2.828  0.358  0.029
H  4.212  1.321  5.006  -0.220
H  -2.314  3.121  -0.283  0.043
H  0.611  0.431  2.354  0.025
O  0.602  -0.427  2.780  -0.056
O  -1.528  2.929  -0.811  -0.054
H  -0.263  1.232  -2.962  0.047

Computed properties:
**Relative energy (zero: lowest compared OMol25 entry of this formula, charge and spin)**: 1.482 eV
**Electronic energy**: -23346.949 eV
**Multiplicity**: 1
**Total charge**: 0
**Frontier orbital gap**: 0.3786 Eh


Entry 4:
Below is one molecule with the formula C6H5ClN2, with properties calculated with ωB97M-V with the def2-TZVPD basis set.

Each line ends with the Löwdin charge.
Atoms and positions in Å:
N  1.151  -1.383  0.050  0.056
C  0.559  -0.195  0.098  -0.246
C  -0.941  -1.915  -0.040  -0.107
C  1.213  1.016  -0.017  -0.095
H  1.152  3.211  0.197  0.102
H  -1.947  -2.337  -0.095  0.085
H  2.188  1.227  -0.447  0.102
H  -0.485  2.282  0.454  -0.012
H  2.068  -1.585  -0.096  0.123
C  -0.838  -0.517  0.049  -0.374
N  0.308  -2.448  -0.008  0.063
C  0.519  2.219  0.200  0.061
Cl  -3.231  -0.169  -0.175  0.635
C  -1.715  0.596  -0.171  -0.393

Computed properties:
**Relative energy (zero: lowest compared OMol25 entry of this formula, charge and spin)**: 3.983 eV
**Electronic energy**: -21800.782 eV
**Multiplicity**: 1
**Total charge**: 0
**Frontier orbital gap**: 0.2910 Eh


Entry 5:
Below is a 2-piece molecular cluster, C2H9N6 overall, with properties calculated with ωB97M-V with the def2-TZVPD basis set.

Each line ends with the Löwdin charge.
Atoms and positions in Å:
N  1.474  0.095  0.962  0.104
N  1.141  1.110  0.167  0.061
C  2.610  0.281  1.769  -0.060
H  -2.970  -0.080  -1.830  -0.008
H  2.419  -0.306  2.739  0.141
H  -2.036  -2.177  1.346  0.130
N  -2.416  -0.211  -2.653  0.015
C  -0.981  -0.835  0.317  -0.362
N  -1.867  -1.145  1.113  0.170
H  1.565  2.092  0.163  0.228
H  0.005  -1.392  0.037  0.173
N  -0.827  0.221  -0.470  0.091
H  3.512  -0.158  1.222  0.147
H  -1.607  0.423  -2.722  0.003
N  0.100  1.000  -0.650  0.053
H  2.832  1.364  1.972  0.111
H  -2.952  -0.281  -3.482  0.002

Computed properties:
**Relative energy (zero: lowest compared OMol25 entry of this formula, charge and spin)**: 5.194 eV
**Electronic energy**: -11146.904 eV
**Multiplicity**: 1
**Total charge**: +1
**Frontier orbital gap (alpha / beta)**: 0.1760 / 0.1760 Eh


Entry 6:
Below is one molecule with the formula C5H11N, with properties calculated with ωB97M-V with the def2-TZVPD basis set.

Each line ends with the Löwdin charge.
Atoms and positions in Å:
H  -0.960  -2.192  -2.190  0.056
C  1.032  1.195  0.802  -0.082
H  0.877  -2.272  -2.707  0.048
H  1.306  0.347  1.428  0.067
C  0.451  -1.255  -0.967  -0.197
H  -1.566  -0.849  -0.176  0.110
H  -0.160  -0.965  1.012  0.101
H  1.036  2.141  1.336  0.066
C  -0.382  0.882  0.206  -0.418
C  -0.511  -0.678  0.017  -0.192
H  -1.592  2.149  1.298  0.065
N  -1.385  1.159  1.246  0.006
H  1.816  1.246  0.036  0.069
H  -1.085  0.897  2.176  0.070
C  0.081  -1.928  -2.060  -0.001
H  1.510  -1.299  -0.724  0.099
H  -0.469  1.423  -0.733  0.132

Computed properties:
**Relative energy (zero: lowest compared OMol25 entry of this formula, charge and spin)**: 1.177 eV
**Electronic energy**: -6852.351 eV
**Multiplicity**: 1
**Total charge**: 0
**Frontier orbital gap**: 0.3770 Eh


Entry 7:
Below is an isolated ion of composition C8H13N2O2 and charge +1, with properties calculated with ωB97M-V with the def2-TZVPD basis set.

Each line ends with the Löwdin charge.
Atoms and positions in Å:
N  -2.638  -0.963  -0.032  0.111
C  -0.012  -2.024  0.260  -0.022
H  -4.946  1.359  -0.395  0.133
H  2.511  -0.892  -0.417  0.129
H  -2.811  2.656  0.130  0.103
C  -0.189  -0.581  0.073  -0.099
C  -4.106  0.923  0.085  -0.226
C  2.159  0.052  -0.167  -0.031
H  -3.284  1.713  -1.433  0.141
C  -2.917  1.764  -0.394  -0.147
C  0.829  0.336  -0.009  0.018
H  0.587  1.434  -0.149  0.165
O  3.037  1.008  -0.266  0.013
H  -4.069  0.805  1.195  0.147
C  -1.583  -0.095  -0.071  -0.375
O  -3.982  -0.299  -0.509  -0.044
H  -2.117  -2.050  0.016  0.220
H  0.108  -2.457  -0.751  0.141
H  4.660  1.133  -1.401  0.117
N  -1.607  1.157  -0.258  0.110
H  0.872  -2.380  0.746  0.094
H  -0.822  -2.470  0.882  0.109
H  4.968  1.040  0.316  0.150
H  4.397  -0.445  -0.559  0.072
C  4.326  0.582  -0.525  -0.029

Computed properties:
**Relative energy (zero: lowest compared OMol25 entry of this formula, charge and spin)**: 7.460 eV
**Electronic energy**: -15568.776 eV
**Multiplicity**: 1
**Total charge**: +1
**Frontier orbital gap (alpha / beta)**: 0.2488 / 0.2488 Eh